{
  "formula": "C4H14N3",
  "method": "wB97M-V/def2-TZVPD",
  "elements": ["C", "C", "H", "H", "H", "H", "H", "H", "C", "C", "N", "N", "N", "H", "H", "H", "H", "H", "H", "H", "H"],
  "xyz": [[1.0829, -2.0331, -0.2274], [-0.2666, -2.7133, -0.5112], [1.7136, -2.1353, -1.1011], [1.0169, -0.9692, 0.0281], [1.6479, -2.4772, 0.6013], [-0.6260, -3.2491, 0.3628], [-0.2089, -3.3707, -1.3694], [-1.0271, -1.9631, -0.7309], [-1.6371, 0.3739, 0.8058], [0.2275, 1.8277, -0.0301], [-0.9237, 1.2121, -0.1849], [1.1524, 1.4527, 0.8530], [0.5397, 2.8264, -0.8524], [-1.4728, 1.4581, -0.9911], [0.9984, 0.7269, 1.5355], [1.8215, 2.1268, 1.1963], [-0.1037, 3.1101, -1.5737], [1.4635, 3.2251, -0.9174], [-2.4306, -0.1176, 0.2588], [-2.0271, 1.0174, 1.5839], [-0.9408, -0.3285, 1.2643]],
  "homo_lumo_gap_ev": 11.8,
  "total_charge": 1,
  "e_tot_ha": -324.855253,
  "de_lowest_kj_mol": 25.2
}